The following is a DFT calculation (wB97M-V/def2-TZVPD) of 2 unconnected molecules or ions with the total composition CH8N5O.

Geometry as XYZ:
```
15
Properties=species:S:1:pos:R:3
C -0.54 0.22 -1.21
N -1.60 -0.59 -1.14
N -0.68 1.44 -1.62
N 0.57 -1.61 2.00
N 1.12 -0.06 0.35
N 0.71 -0.31 1.56
O 1.54 1.19 0.07
H -2.49 -0.47 -1.56
H -1.50 1.98 -2.01
H 0.21 2.08 -1.60
H 1.11 -1.62 2.86
H 0.79 -2.44 1.44
H -1.60 -1.39 -0.58
H 0.41 0.38 2.26
H 1.94 1.20 -0.82
```

## Properties
Relative energy (zero: lowest compared OMol25 entry of this formula, charge and spin) ... 3.486 eV
Total charge ... +1
HOMO (spin up / spin down) ... -12.51 / -12.51 eV
Multiplicity ... 1

***

The following is a DFT calculation (wB97M-V/def2-TZVPD) of a molecular structure, C36H27AsBrCoN5S.

Geometry as XYZ:
```
72
Properties=species:S:1:pos:R:3
Co 0.39 -1.08 -0.09
S 2.63 0.65 6.70
N 1.23 0.91 5.96
C 1.34 0.40 4.75
C 0.30 0.39 3.73
C -0.97 0.94 3.90
C -1.88 0.87 2.87
C -1.51 0.25 1.68
N -0.30 -0.28 1.52
C 0.61 -0.20 2.52
C 1.92 -0.78 2.25
N 2.09 -1.27 1.02
C 3.25 -1.83 0.71
C 4.30 -1.93 1.63
C 4.13 -1.40 2.89
C 2.91 -0.80 3.22
C 2.61 -0.19 4.50
N 3.43 -0.11 5.53
H -1.22 1.41 4.85
H -2.87 1.28 2.96
H -2.19 0.17 0.85
H 3.37 -2.21 -0.29
H 5.22 -2.40 1.34
H 4.92 -1.43 3.63
C -3.12 -5.28 1.48
C -2.10 -4.71 0.53
C -1.62 -5.43 -0.56
C -0.67 -4.87 -1.42
C -0.25 -3.60 -1.12
Br 1.03 -2.65 -2.16
N -0.68 -2.89 -0.09
C -1.58 -3.44 0.73
H -3.45 -6.26 1.15
H -4.00 -4.63 1.53
H -2.71 -5.37 2.48
H -1.98 -6.43 -0.75
H -0.28 -5.41 -2.27
H -1.90 -2.83 1.56
C 3.22 2.40 -4.44
C 2.60 1.17 -4.58
C 1.67 0.75 -3.65
C 1.35 1.57 -2.57
C 1.96 2.81 -2.43
C 2.90 3.22 -3.37
As -0.01 0.96 -1.34
C -0.32 2.44 -0.16
C -1.52 3.15 -0.15
C -1.70 4.18 0.76
C -0.69 4.52 1.65
C 0.51 3.80 1.65
C 0.69 2.77 0.75
C -1.56 0.87 -2.48
C -2.39 -0.24 -2.44
C -3.50 -0.31 -3.28
C -3.77 0.74 -4.15
C -2.93 1.85 -4.18
C -1.82 1.92 -3.35
H 3.96 2.73 -5.17
H 2.84 0.53 -5.43
H 1.15 -0.19 -3.79
H 1.72 3.46 -1.60
H 3.37 4.20 -3.27
H -2.31 2.89 -0.84
H -2.63 4.74 0.76
H -0.83 5.33 2.35
H 1.30 4.06 2.35
H 1.62 2.21 0.75
H -2.18 -1.06 -1.76
H -4.15 -1.18 -3.26
H -4.63 0.69 -4.80
H -3.14 2.67 -4.86
H -1.17 2.78 -3.39
```

## Properties
Relative energy (zero: lowest compared OMol25 entry of this formula, charge and spin) ... 0.112 eV
Total charge ... +2
HOMO (spin up / spin down) ... -13.91 / -13.74 eV
Multiplicity ... 2

***

The following is a DFT calculation (wB97M-V/def2-TZVPD) of a molecular structure, C9H11BBeBrO2.

Geometry as XYZ:
```
25
Properties=species:S:1:pos:R:3
Br -0.22 3.43 -1.01
C -0.27 3.29 1.00
C -1.69 2.74 1.55
O -1.27 1.54 2.24
B -0.19 1.09 1.40
C 0.47 -0.41 1.60
C 0.56 -1.05 0.16
C 1.79 -0.82 -0.64
C 1.84 -1.40 -2.02
C 0.71 -2.18 -2.55
C -0.52 -2.39 -1.68
C -0.60 -1.82 -0.30
O 0.67 2.26 1.33
H -0.01 4.34 1.30
H -2.34 3.47 2.11
H -2.36 2.38 0.70
H -0.76 0.97 0.31
H -0.19 -1.11 2.19
H 1.51 -0.41 2.03
H 2.60 -0.20 -0.18
H 2.76 -1.23 -2.65
H 0.76 -2.61 -3.59
H -1.42 -2.96 -2.03
H -1.50 -1.92 0.36
Be -0.33 -5.00 -1.59
```

## Properties
Total charge ... +1
HOMO ... -11.34 eV
Multiplicity ... 1

***

The following is a DFT calculation (wB97M-V/def2-TZVPD) of a single C6H15N molecule.

Geometry as XYZ:
```
22
Properties=species:S:1:pos:R:3
C -0.56 -1.51 1.79
C 0.27 -0.21 1.71
N 0.49 0.44 0.36
C 0.26 1.87 0.49
C -0.13 -0.18 -0.81
C -0.70 0.84 -1.83
C 0.87 -1.10 -1.49
H -1.64 -1.43 1.69
H -0.26 -2.16 0.97
H -0.29 -1.92 2.76
H -0.16 0.51 2.39
H 1.27 -0.43 2.10
H 0.90 2.41 -0.22
H -0.73 2.30 0.29
H 0.51 2.27 1.47
H -1.00 -0.83 -0.61
H -1.53 1.39 -1.40
H 0.02 1.61 -2.09
H -1.03 0.26 -2.68
H 1.54 -0.53 -2.13
H 1.46 -1.65 -0.75
H 0.42 -1.95 -2.03
```

## Properties
Relative energy (zero: lowest compared OMol25 entry of this formula, charge and spin) ... 1.441 eV
Total charge ... 0
HOMO ... -8.11 eV
SMILES ... CCN(C)C(C)C
Multiplicity ... 1

***

The following is a DFT calculation (wB97M-V/def2-TZVPD) of 2 unconnected molecules or ions with the total composition C3H5N.

Geometry as XYZ:
```
9
Properties=species:S:1:pos:R:3
C -1.08 -0.24 -0.45
C 2.03 -0.37 -0.28
C -1.48 0.87 0.60
N -0.35 0.96 0.18
H -1.20 -0.28 -1.55
H -1.21 -1.21 0.05
H 2.54 -0.82 0.59
H 2.81 0.29 -0.63
H -2.04 0.79 1.50
```

## Properties
Relative energy (zero: lowest compared OMol25 entry of this formula, charge and spin) ... 8.174 eV
Total charge ... 0
HOMO (spin up / spin down) ... -8.74 / -8.67 eV
Multiplicity ... 1

***

The following is a DFT calculation (wB97M-V/def2-TZVPD) of a gas-phase ion, C3H5N2O (charge +1).

Geometry as XYZ:
```
11
Properties=species:S:1:pos:R:3
C 2.04 -0.05 0.02
N 0.31 -0.13 0.21
N -0.53 -0.65 0.97
C -1.77 -0.43 0.52
C -1.62 0.39 -0.60
O -0.34 0.55 -0.84
H 2.05 0.99 -0.20
H 2.48 -0.40 0.87
H 2.29 -0.64 -0.82
H -2.59 -0.70 0.96
H -2.31 1.07 -1.08
```

## Properties
Relative energy (zero: lowest compared OMol25 entry of this formula, charge and spin) ... 4.354 eV
Total charge ... +1
HOMO ... -16.11 eV
SMILES ... C[n+]1ncco1
Multiplicity ... 1